(1)
Entry from the OMol25 dataset: 2 unconnected molecules or ions with the total composition C4H4O3 (the ωB97M-V functional and the def2-TZVPD basis).

Properties
gap between HOMO and LUMO (alpha / beta): 8.3 / 8.3 eV
lowest unoccupied orbital energy (alpha / beta): -1.00 / -1.00 eV
SMILES: O=CC1=CO1.C=O
energy above the lowest of the compared OMol25 structures with the same formula, charge and spin: 600.7 kJ/mol
largest force on an atom: 0.017 Eh/bohr
molecular weight: 100.1 g mol⁻¹
HOMO (alpha / beta): -9.342 / -9.342 eV

```
11
C4H4O3 (the ωB97M-V functional and the def2-TZVPD basis)
O -0.26618 -1.92352 -0.48896
C 0.09634 -0.31029 -0.14475
C 1.21214 0.30717 -0.83299
C -1.39035 1.00682 0.42068
H -0.52704 1.70265 0.55794
C 0.35688 -1.44191 0.51734
O 1.73862 1.26414 -0.31445
H 1.54248 -0.18967 -1.76100
H -1.57555 0.29291 1.27211
O -2.19270 1.20019 -0.47308
H 1.00536 -1.90850 1.24716
```

Atom charges from the Löwdin analysis, given in e for atoms 1 to 4: number 1, O, carries 0.118; number 2, C, carries -0.078; number 3, C, carries -0.232; number 4, C, carries -0.275

***

(2)
Entry from the OMol25 dataset: 2 unconnected molecules or ions with the total composition C4H4O3 at a distorted geometry (the ωB97M-V functional and the def2-TZVPD basis).

Properties
gap between HOMO and LUMO (alpha / beta): 7.1 / 7.3 eV
multiplicity: 3
lowest unoccupied orbital energy (alpha / beta): 0.49 / -2.54 eV
<S²>: 2.019
energy above the lowest of the compared OMol25 structures with the same formula, charge and spin: 181.3 kJ/mol
largest force on an atom: 0.087 Eh/bohr
molecular weight: 100.1 g mol⁻¹
HOMO (alpha / beta): -6.605 / -9.834 eV

```
11
C4H4O3 (the ωB97M-V functional and the def2-TZVPD basis)
O 1.04002 1.08356 -1.85672
O -0.53007 1.46823 1.16687
H -1.17308 1.27266 1.90638
C 1.18354 -1.01527 -0.38224
C -0.04609 0.51377 0.40515
C 0.58466 -0.85694 0.79686
H -2.01015 0.54593 -1.32386
H 0.27269 -1.41556 1.78189
H 1.73300 -1.80546 -0.85012
O -1.80318 -0.17417 -0.70499
C 0.74866 0.38326 -0.93921
```

Atom charges from the Löwdin analysis, given in e for atoms 1 to 4: number 1, O, carries 0.118; number 2, O, carries 0.058; number 3, H, carries 0.155; number 4, C, carries -0.017

***

(3)
Entry from the OMol25 dataset: C4H4O3S in the gas phase at a distorted geometry (the ωB97M-V functional and the def2-TZVPD basis).

Properties
gap between HOMO and LUMO: 9.5 eV
lowest unoccupied orbital energy: -1.22 eV
SMILES: O=C(O)/C=C\C(=O)S
energy above the lowest of the compared OMol25 structures with the same formula, charge and spin: 60.1 kJ/mol
largest force on an atom: 0.027 Eh/bohr
molecular weight: 132.1 g mol⁻¹
HOMO: -10.705 eV

```
12
C4H4O3S (the ωB97M-V functional and the def2-TZVPD basis)
O -2.63699 -1.19559 -1.67457
O -0.59176 -1.85852 -1.24062
H -2.35907 0.91649 -0.47337
S 1.98886 1.39004 1.56543
C 0.93251 0.39299 0.56672
H -0.75367 1.81536 0.82239
C -1.57671 -0.96602 -1.15917
C -1.42828 0.34159 -0.40551
C -0.44171 0.89609 0.32670
O 1.36615 -0.66518 0.11092
H 1.08249 2.38480 1.80080
H 0.19439 -1.59081 -0.73513
```

Atom charges from the Löwdin analysis, given in e for atoms 1 to 4: number 1, O, carries 0.112; number 2, O, carries 0.130; number 3, H, carries 0.126; number 4, S, carries 0.885

***

(4)
Entry from the OMol25 dataset: a molecular structure, C4H4O5Pm at a distorted geometry (the ωB97M-V functional and the def2-TZVPD basis).

Properties
gap between HOMO and LUMO (alpha / beta): 6.4 / 6.9 eV
multiplicity: 5
lowest unoccupied orbital energy (alpha / beta): -6.70 / -6.27 eV
<S²>: 6.112
energy above the lowest of the compared OMol25 structures with the same formula, charge and spin: 387.1 kJ/mol
net charge: +1
largest force on an atom: 0.139 Eh/bohr
molecular weight: 277.1 g mol⁻¹
HOMO (alpha / beta): -13.131 / -13.186 eV

```
14
C4H4O5Pm (the ωB97M-V functional and the def2-TZVPD basis)
O -4.01443 1.49201 0.37699
C -1.71454 -0.99397 -0.08998
H -1.48454 -1.37534 0.91581
C 4.35926 0.23602 0.58146
Pm 1.63789 0.43121 0.11990
C -3.04171 0.82112 0.13210
O 3.60572 -0.79224 0.74748
H -1.65396 -1.81310 -0.81494
H -1.00160 0.33695 -1.59194
O 3.88894 1.14844 -0.15038
C -0.92083 0.23384 -0.49476
O -3.07694 -0.50059 -0.04903
O -1.80378 1.28838 0.03767
H 5.22053 -0.51275 0.27961
```

Atom charges from the Löwdin analysis, given in e for atoms 1 to 4: number 1, O, carries 0.169; number 2, C, carries -0.175; number 3, H, carries 0.123; number 4, C, carries -0.458

***

(5)
Entry from the OMol25 dataset: a molecular structure, C4H4O5Pt at a distorted geometry (the ωB97M-V functional and the def2-TZVPD basis).

Properties
gap between HOMO and LUMO (alpha / beta): 7.0 / 7.5 eV
multiplicity: 3
lowest unoccupied orbital energy (alpha / beta): 0.05 / -1.81 eV
<S²>: 2.005
energy above the lowest of the compared OMol25 structures with the same formula, charge and spin: 112.2 kJ/mol
largest force on an atom: 0.243 Eh/bohr
molecular weight: 327.1 g mol⁻¹
HOMO (alpha / beta): -6.987 / -9.308 eV

```
14
C4H4O5Pt (the ωB97M-V functional and the def2-TZVPD basis)
C -0.15710 -0.69740 0.34653
C -0.98248 1.72838 2.61664
O -0.54819 0.76917 3.33784
C 1.26521 -0.32051 -1.39525
O 1.10289 -0.40044 0.04212
H 2.17523 -0.87199 -1.65405
O -0.72861 -1.29291 -0.69269
O -0.81790 2.92610 2.71025
H -0.63439 -0.30432 -2.52032
H 1.36810 0.73163 -1.68426
O -1.27921 1.08607 1.24699
C -0.01570 -0.97409 -1.91283
H 0.15617 -1.91409 -2.44734
Pt -0.90402 -0.46559 2.00636
```

Atom charges from the Löwdin analysis, given in e for atoms 1 to 4: number 1, C, carries -0.522; number 2, C, carries -0.719; number 3, O, carries -0.193; number 4, C, carries -0.081

***

(6)
Entry from the OMol25 dataset: C4H4O5Se in the gas phase at a distorted geometry (the ωB97M-V functional and the def2-TZVPD basis).

Properties
gap between HOMO and LUMO: 9.1 eV
lowest unoccupied orbital energy: -0.18 eV
SMILES: O=C1OC(=O)[C@@H](O)[Se][C@@H]1O
largest force on an atom: 0.055 Eh/bohr
molecular weight: 211.0 g mol⁻¹
HOMO: -9.325 eV

```
14
C4H4O5Se (the ωB97M-V functional and the def2-TZVPD basis)
O -2.37732 1.02928 -1.18810
Se -0.69844 0.89181 1.06942
O -3.38050 -1.13268 0.37295
C -0.05497 -2.04524 0.45871
C -2.24290 -1.05751 0.04713
H -2.41001 1.29529 -2.10747
H 2.38366 -0.66595 0.94468
O 1.70924 -0.49197 0.31021
O 0.68056 -2.92358 0.11856
H -0.80823 -0.35849 -1.21220
C -1.57383 0.09785 -0.66943
H 0.92217 -0.77397 2.06289
O -1.38593 -2.13143 0.30886
C 0.58714 -0.74719 1.07285
```

Atom charges from the Löwdin analysis, given in e for atoms 1 to 4: number 1, O, carries -0.001; number 2, Se, carries 1.078; number 3, O, carries 0.171; number 4, C, carries -0.443

***

(7)
Entry from the OMol25 dataset: a molecular structure, C4H4O5Sn at a distorted geometry (the ωB97M-V functional and the def2-TZVPD basis).

Properties
gap between HOMO and LUMO (alpha / beta): 6.3 / 7.2 eV
lowest unoccupied orbital energy (alpha / beta): -12.43 / -11.47 eV
energy above the lowest of the compared OMol25 structures with the same formula, charge and spin: 558.0 kJ/mol
net charge: +2
largest force on an atom: 0.127 Eh/bohr
molecular weight: 250.8 g mol⁻¹
HOMO (alpha / beta): -18.757 / -18.702 eV

```
14
C4H4O5Sn (the ωB97M-V functional and the def2-TZVPD basis)
O -0.80583 -0.81567 -4.81500
O 0.00117 -1.08747 0.02282
O -0.70482 0.33090 1.95400
H -0.89458 -0.12373 3.90956
O 1.39314 -0.14161 1.50361
Sn -0.06234 -0.02880 -1.62328
H -0.65012 1.68851 3.47838
H 1.57778 1.37018 2.81765
C -0.47291 0.63052 3.20851
C -0.55804 -0.49788 -3.77251
C 0.29007 0.00397 0.64467
H 1.62432 -0.28403 3.49146
O 0.34270 1.07475 -0.07292
C 1.11813 0.35827 2.74697
```

Atom charges from the Löwdin analysis, given in e for atoms 1 to 4: number 1, O, carries 0.302; number 2, O, carries -0.026; number 3, O, carries 0.084; number 4, H, carries 0.170

***

(8)
Entry from the OMol25 dataset: a molecular structure, C4H4O5Tm at a distorted geometry (the ωB97M-V functional and the def2-TZVPD basis).

Properties
gap between HOMO and LUMO (alpha / beta): 6.6 / 5.9 eV
multiplicity: 4
lowest unoccupied orbital energy (alpha / beta): -1.07 / -2.56 eV
<S²>: 3.767
energy above the lowest of the compared OMol25 structures with the same formula, charge and spin: 295.8 kJ/mol
largest force on an atom: 0.074 Eh/bohr
molecular weight: 301.0 g mol⁻¹
HOMO (alpha / beta): -7.693 / -8.428 eV

```
14
C4H4O5Tm (the ωB97M-V functional and the def2-TZVPD basis)
O 2.23863 -2.06744 -0.41445
H -1.31563 1.13531 0.71834
O 0.82959 2.46474 0.69617
C 1.24696 1.37620 1.08219
H -2.00784 0.77874 -1.58954
Tm -2.19256 -1.78896 0.98046
C -0.97746 0.52613 -1.29177
C -0.92992 0.23870 0.20423
H -0.66050 -0.33794 -1.89847
O 2.17555 1.12448 1.85289
O 0.45673 0.06916 0.62974
C 1.21918 -2.13266 0.16254
H -0.33104 1.37129 -1.59104
O 0.24832 -2.75776 0.45872
```

Atom charges from the Löwdin analysis, given in e for atoms 1 to 4: number 1, O, carries 0.243; number 2, H, carries 0.086; number 3, O, carries 0.024; number 4, C, carries -0.655

***

(9)
Entry from the OMol25 dataset: a molecular structure, C4H4O6Y at a distorted geometry (the ωB97M-V functional and the def2-TZVPD basis).

Properties
gap between HOMO and LUMO: 6.8 eV
lowest unoccupied orbital energy: -5.77 eV
net charge: +1
largest force on an atom: 0.101 Eh/bohr
molecular weight: 237.0 g mol⁻¹
HOMO: -12.568 eV

```
15
C4H4O6Y (the ωB97M-V functional and the def2-TZVPD basis)
O 2.43563 -1.86690 -0.98008
O -3.22964 1.01761 -0.09861
C 1.96690 -0.78807 -0.60684
O -1.25625 1.86364 0.51788
Y 1.01351 1.50721 0.15473
H -3.71050 -1.09676 1.79951
H -4.56272 -0.71146 -0.35883
O 0.75096 -0.37189 -0.94952
O -2.01762 0.01411 1.40714
C -2.22633 1.12374 0.71421
C -3.48414 -0.51847 -0.32167
O 2.56094 0.02832 0.23024
H -3.23547 -0.70172 -1.36973
H -2.45148 -2.00081 0.97852
C -2.94265 -1.02542 1.02286
```

Atom charges from the Löwdin analysis, given in e for atoms 1 to 4: number 1, O, carries 0.094; number 2, O, carries 0.112; number 3, C, carries -0.866; number 4, O, carries -0.044

***

(10)
Entry from the OMol25 dataset: a molecular structure, C4H4O6Y at a distorted geometry (the ωB97M-V functional and the def2-TZVPD basis).

Properties
gap between HOMO and LUMO (alpha / beta): 4.7 / 6.0 eV
multiplicity: 2
lowest unoccupied orbital energy (alpha / beta): -11.05 / -11.19 eV
<S²>: 0.758
energy above the lowest of the compared OMol25 structures with the same formula, charge and spin: 446.3 kJ/mol
net charge: +2
largest force on an atom: 0.106 Eh/bohr
molecular weight: 237.0 g mol⁻¹
HOMO (alpha / beta): -15.781 / -17.175 eV

```
15
C4H4O6Y (the ωB97M-V functional and the def2-TZVPD basis)
O -0.34386 0.76831 2.03734
O 0.10704 -1.18463 3.08216
C -0.01216 0.05269 2.97845
Y -1.06949 -2.84985 2.31079
C -1.09147 -1.17234 -0.58774
H -1.48250 0.38451 -0.26911
C 1.39591 1.31078 -1.35236
H 0.64508 -0.37826 0.23396
O 0.21957 0.66475 -1.41222
C -0.25535 0.03139 -0.25685
O 1.30752 2.48828 -1.93917
O -1.07802 -2.18354 0.16902
H 0.49197 2.56778 -2.45384
O 2.41175 0.88154 -0.88102
H -1.24598 -1.38140 -1.65942
```

Atom charges from the Löwdin analysis, given in e for atoms 1 to 4: number 1, O, carries 0.067; number 2, O, carries -0.170; number 3, C, carries -0.286; number 4, Y, carries 2.132